{
  "formula": "C19H45BO22Si2",
  "method": "wB97M-V/def2-TZVPD",
  "symbols": ["O", "C", "C", "O", "C", "O", "C", "Si", "O", "Si", "O", "B", "O", "O", "H", "H", "H", "H", "H", "H", "H", "H", "H", "H", "H", "H", "H", "H", "H", "C", "O", "C", "O", "O", "C", "H", "H", "H", "H", "H", "H", "C", "O", "C", "O", "O", "C", "H", "H", "H", "H", "H", "H", "C", "O", "C", "O", "O", "C", "H", "H", "H", "H", "H", "H", "C", "O", "C", "O", "O", "C", "H", "H", "H", "H", "H", "H", "C", "O", "C", "O", "O", "C", "H", "H", "H", "H", "H", "H"],
  "coordinates": [[4.754737, -1.145913, 2.744165], [4.787897, -2.574042, 2.603414], [3.590635, -3.063727, 1.821089], [2.537293, -3.414288, 2.704052], [1.451283, -4.099024, 2.126356], [0.281513, -3.331270, 2.131121], [0.300147, -2.255929, 1.197942], [-0.472946, -0.698794, 1.932611], [-0.988547, -0.924659, 3.476956], [-2.480797, -1.658374, 3.641657], [0.573057, 0.583467, 1.836464], [1.750851, 0.505402, 2.551779], [1.839663, -0.275221, 3.695864], [2.842723, 1.189321, 2.104008], [4.491587, -0.924793, 3.637750], [4.778554, -3.039835, 3.586236], [5.705442, -2.816098, 2.073996], [3.876299, -3.908677, 1.189714], [3.309584, -2.248766, 1.150222], [1.710385, -4.411464, 1.110237], [1.226563, -4.972320, 2.732523], [-0.297529, -2.514104, 0.317447], [1.301283, -2.045720, 0.835345], [-1.656373, -0.325418, 1.131349], [-2.697310, -2.511662, 2.451127], [-3.526360, -0.625083, 3.747124], [-2.427942, -2.522976, 4.831721], [1.404173, 0.105006, 4.458531], [3.641991, 0.648862, 2.191482], [-7.046697, 2.809427, -0.169084], [-6.087403, 2.778398, 0.894088], [-4.813782, 2.752176, 0.485319], [-4.442035, 2.744002, -0.657118], [-4.032668, 2.724580, 1.559614], [-2.631560, 2.683715, 1.262984], [-8.020822, 2.820535, 0.309455], [-6.921209, 3.706905, -0.771212], [-6.957190, 1.926381, -0.796092], [-2.322299, 3.577061, 0.724031], [-2.391464, 1.794723, 0.687124], [-2.117478, 2.644879, 2.218794], [9.245981, -5.005149, -0.951779], [9.280214, -3.850899, -1.794038], [8.353278, -2.937616, -1.510428], [7.530431, -3.018271, -0.636294], [8.493615, -1.923752, -2.357426], [7.555216, -0.858147, -2.164779], [10.047013, -5.651227, -1.296808], [9.417523, -4.728125, 0.086251], [8.291907, -5.519911, -1.044420], [7.665860, -0.422906, -1.174012], [6.536479, -1.211365, -2.306805], [7.785568, -0.112781, -2.919139], [-8.593561, -3.937595, 0.014558], [-7.343743, -3.292057, 0.270551], [-6.996550, -2.390592, -0.645684], [-7.633169, -2.097954, -1.623059], [-5.825467, -1.867464, -0.291322], [-5.325685, -0.880025, -1.196476], [-8.742771, -4.635312, 0.832529], [-9.403740, -3.211778, -0.003402], [-8.560322, -4.477502, -0.929293], [-6.012321, -0.040881, -1.268412], [-5.156496, -1.308796, -2.181890], [-4.379930, -0.534160, -0.789940], [6.875118, -0.988635, -6.611209], [5.545078, -1.110075, -7.122902], [4.595068, -0.720383, -6.276397], [4.773471, -0.292771, -5.166282], [3.415021, -0.885740, -6.867708], [2.295970, -0.500655, -6.064283], [7.532466, -1.338122, -7.400862], [7.101836, 0.049158, -6.375747], [7.004591, -1.606708, -5.724839], [2.350722, 0.555776, -5.810999], [2.253484, -1.096792, -5.155242], [1.414813, -0.688784, -6.669357], [-4.146352, 9.985756, 1.757063], [-4.715388, 8.769069, 1.269277], [-4.604836, 7.739266, 2.108860], [-4.084133, 7.770655, 3.192486], [-5.166947, 6.677710, 1.540662], [-5.121997, 5.485252, 2.335810], [-4.308514, 10.725172, 0.978959], [-4.640722, 10.300762, 2.673631], [-3.079759, 9.866582, 1.935548], [-5.661250, 5.629155, 3.270266], [-4.092669, 5.204116, 2.541279], [-5.587616, 4.697824, 1.763344]],
  "forces_ev_per_a": [[0.1, 0.0, -0.1], [-0.3, 0.4, 0.0], [0.2, 0.0, -0.2], [0.0, -0.1, -0.1], [-0.1, 0.2, 0.1], [0.2, -0.2, 0.0], [-0.4, 0.2, 0.1], [0.1, 0.4, 0.0], [-0.5, -0.1, -0.3], [0.4, -0.2, 0.2], [0.0, -0.4, 0.3], [0.2, 0.5, -0.1], [0.4, -0.1, -0.1], [0.0, -0.3, -0.6], [-0.2, 0.0, 0.2], [0.2, -0.2, 0.0], [0.1, -0.1, 0.0], [0.0, -0.2, 0.1], [-0.1, 0.1, -0.1], [0.0, 0.0, -0.2], [0.0, 0.0, 0.1], [0.0, -0.2, -0.1], [0.2, 0.1, 0.0], [0.0, 0.0, -0.1], [-0.1, 0.1, 0.0], [-0.1, 0.0, 0.0], [-0.1, 0.1, 0.1], [-0.3, -0.2, 0.2], [0.1, 0.2, 0.3], [-0.2, 0.1, 0.0], [0.1, -0.1, -0.1], [-0.1, -0.2, 0.0], [0.0, 0.0, -0.1], [0.0, -0.1, 0.1], [0.2, 0.0, 0.1], [0.0, 0.0, 0.1], [0.1, 0.0, 0.0], [0.1, 0.0, 0.0], [-0.1, 0.0, -0.1], [0.0, 0.0, -0.1], [-0.1, 0.0, 0.1], [0.1, -0.1, 0.0], [0.0, 0.0, 0.0], [0.0, 0.0, 0.0], [-0.1, 0.0, 0.1], [0.0, 0.1, -0.1], [-0.1, 0.2, -0.1], [0.0, 0.0, -0.1], [-0.1, 0.0, 0.0], [0.0, 0.0, 0.0], [0.0, -0.1, 0.0], [0.0, 0.0, 0.1], [0.1, 0.0, 0.0], [-0.1, -0.1, 0.1], [0.0, 0.0, 0.0], [0.0, 0.0, 0.1], [-0.1, 0.0, -0.1], [0.1, 0.0, 0.0], [0.2, 0.1, 0.0], [0.1, 0.0, 0.0], [0.0, 0.0, -0.1], [0.0, 0.1, 0.0], [-0.1, 0.0, -0.1], [-0.1, 0.0, 0.0], [0.0, -0.1, 0.1], [0.1, 0.0, 0.0], [0.0, 0.0, 0.0], [0.0, 0.0, -0.1], [0.0, 0.0, 0.1], [0.0, 0.0, 0.0], [-0.1, 0.0, 0.0], [-0.1, 0.0, 0.0], [0.0, 0.0, 0.1], [0.0, 0.0, 0.0], [0.0, 0.0, 0.1], [0.0, 0.0, 0.0], [0.0, 0.0, -0.1], [0.0, 0.1, 0.0], [0.0, 0.0, 0.0], [0.0, 0.0, -0.1], [0.0, 0.0, 0.1], [-0.1, -0.1, -0.1], [0.1, 0.1, 0.1], [0.0, 0.0, 0.0], [0.0, 0.0, 0.0], [0.0, 0.0, 0.1], [0.1, 0.0, 0.0], [0.0, 0.1, 0.1], [-0.2, 0.2, -0.1]],
  "mulliken_charge": [-0.5371, -0.8344, 0.0016, -0.3387, -0.4450, -0.3778, -0.3249, 0.4377, 0.0172, 0.4383, -0.5367, 0.8909, -0.4794, -0.6223, 0.3007, 0.3670, 0.2917, 0.4773, 0.1330, 0.4444, 0.2476, 0.3887, 0.2296, -0.3085, -0.1370, -0.1670, -0.1649, 0.2761, 0.3603, -0.5532, -0.3713, 0.8860, -0.5388, -0.3440, -0.6173, 0.2495, 0.3006, 0.1371, 0.3500, 0.2002, 0.2412, -0.6219, -0.3315, 0.8283, -0.5369, -0.3274, -0.6211, 0.2119, 0.2901, 0.2888, 0.3417, 0.2881, 0.1836, -0.6458, -0.3097, 0.7309, -0.5501, -0.1823, -0.2745, 0.2152, 0.2949, 0.2940, -0.0208, 0.3592, 0.0821, -0.5686, -0.3160, 0.8106, -0.5426, -0.3207, -0.6197, 0.2215, 0.2889, 0.2501, 0.2927, 0.2903, 0.2151, -0.6365, -0.3270, 0.7871, -0.5430, -0.2867, -0.2881, 0.2167, 0.2961, 0.2935, 0.3488, 0.2471, -0.0647],
  "gap_ev": 10.39,
  "spin_multiplicity": 1,
  "total_energy_ev": -81915.3343
}